A cluster of 11 separate species, C45H100N4O29P4 in total at a distorted geometry. Source: the Open Molecules 2025 dataset; level of theory: ωB97M-V/def2-TZVPD.

Positions of all 182 atoms, in Å:
C 2.2146 -6.2910 -0.1130
C 0.7599 -5.8537 -0.5231
O -0.1643 -6.3979 0.4274
P -1.0483 -5.4267 1.3408
O -0.3134 -4.6651 2.3639
O -2.0950 -6.4685 1.8891
C -3.0251 -6.1555 2.9274
C -4.0066 -7.2819 3.0037
O -1.9173 -4.6372 0.2583
C -2.6279 -5.3716 -0.7724
C -3.7171 -4.3979 -1.2421
H 2.3313 -7.3404 0.0622
H 2.8953 -6.0511 -0.9117
H 2.7150 -5.7605 0.7009
H 0.7799 -4.7381 -0.6206
H 0.4941 -6.2087 -1.5266
H -2.4449 -5.9768 3.8125
H -3.5386 -5.2597 2.6272
H -3.4834 -8.1468 3.3529
H -4.6894 -6.9874 3.8130
H -4.5640 -7.4756 2.0850
H -1.9193 -5.5816 -1.6029
H -2.9823 -6.3366 -0.4578
H -4.4547 -4.2187 -0.4810
H -3.4617 -3.3774 -1.5902
H -4.3435 -4.8860 -2.0084
C 6.9302 -0.5152 4.7999
C 5.7104 -1.4053 4.5826
O 5.1059 -1.0613 3.2509
P 3.8930 -1.9768 2.8043
O 3.3874 -1.6432 1.4813
O 4.4197 -3.4780 2.9291
C 4.8265 -4.1547 1.7269
C 6.2044 -3.6345 1.3680
O 2.8424 -1.8477 3.9096
C 1.4420 -2.2528 3.5586
C 0.5993 -2.2538 4.7709
H 7.0653 0.1280 3.9306
H 6.7612 0.1330 5.6742
H 7.8655 -1.0969 4.8624
H 5.7858 -2.5268 4.5233
H 4.9038 -1.2034 5.3322
H 4.9315 -5.1982 2.1021
H 4.1155 -3.9804 0.8968
H 6.1370 -2.5986 1.0295
H 6.8237 -3.7567 2.2388
H 6.5367 -4.1296 0.4809
H 1.0541 -1.5120 2.9023
H 1.3758 -3.2520 3.0379
H -0.4186 -2.6223 4.5765
H 0.9904 -2.8546 5.5702
H 0.5755 -1.2771 5.2261
C -0.9158 6.2815 -0.8735
C 0.4769 6.8548 -1.1209
O 1.5940 6.1494 -0.4650
P 2.3830 4.9958 -1.1950
O 1.6726 4.3376 -2.3192
O 3.7306 5.7213 -1.6913
C 4.1984 5.4277 -3.0884
C 4.2671 6.7856 -3.7165
O 2.7506 4.1887 0.0957
C 3.6798 3.0436 -0.1525
C 4.0536 2.4217 1.1321
H -1.6447 7.0255 -1.2738
H -1.1878 5.2794 -1.2463
H -1.1427 6.2347 0.2380
H 0.6736 6.8159 -2.2006
H 0.3847 7.9317 -0.7974
H 5.1937 4.9611 -3.0469
H 3.5606 4.7840 -3.6283
H 5.0618 7.4277 -3.3405
H 4.4595 6.7709 -4.7707
H 3.3299 7.3464 -3.5332
H 3.0758 2.4152 -0.8331
H 4.5923 3.3639 -0.6447
H 4.7369 1.6375 0.9147
H 4.6522 3.1762 1.7215
H 3.2283 2.0030 1.7551
C -3.2050 -4.7121 -5.6002
C -1.8586 -4.8573 -4.9472
O -1.0806 -3.6463 -4.9777
P -0.4684 -2.9759 -3.7283
O 0.1063 -3.9797 -2.8235
O 0.5101 -1.9843 -4.3954
C 1.0593 -2.1901 -5.7784
C 2.0181 -1.0909 -6.0526
O -1.6030 -2.1198 -3.0197
C -2.2506 -0.9467 -3.7225
C -3.6885 -0.7977 -3.3336
H -3.8317 -4.0174 -4.9749
H -3.1767 -4.3191 -6.6189
H -3.7113 -5.6930 -5.5517
H -2.0000 -5.2071 -3.8663
H -1.2013 -5.5526 -5.4120
H 1.5613 -3.1473 -5.9289
H 0.2223 -2.2078 -6.4633
H 2.7282 -1.0022 -5.2908
H 2.6682 -1.3761 -6.9227
H 1.5611 -0.0930 -6.2558
H -1.6650 -0.1165 -3.4321
H -2.0789 -1.0118 -4.7869
H -3.8737 -0.7174 -2.2547
H -4.0669 0.0117 -3.9559
H -4.2134 -1.7100 -3.6682
O -2.0237 1.4400 -6.0218
C -1.2191 2.1802 -5.5435
O -1.5144 3.2472 -4.8518
C -0.3229 3.7721 -4.2148
C 0.7905 3.1787 -5.0449
O 0.1003 2.0887 -5.7494
H -0.3371 4.8709 -4.2945
H -0.4055 3.3290 -3.1715
H 1.6034 2.8578 -4.4197
H 1.1908 3.8771 -5.8195
O -4.7059 -3.1390 1.5768
C -4.5504 -2.6600 2.6613
O -3.4070 -2.6595 3.3968
C -3.4764 -1.5244 4.3199
C -5.0176 -1.3165 4.4641
O -5.4863 -2.0007 3.3617
H -2.8819 -1.8019 5.1919
H -3.1874 -0.6079 3.7965
H -5.1956 -0.2503 4.2751
H -5.5533 -1.6632 5.3756
O 3.0780 0.9851 -3.6005
C 2.6948 0.2020 -2.7731
O 3.1198 -1.0548 -2.6535
C 2.3129 -1.6858 -1.5976
C 1.4487 -0.5701 -1.0051
O 1.7737 0.5392 -1.8804
H 1.7284 -2.5244 -2.0598
H 2.9224 -2.1549 -0.8226
H 1.7180 -0.2377 0.0065
H 0.4223 -0.7684 -1.0946
C -6.0370 3.1530 -2.4759
N -4.5737 3.0514 -2.5037
C -3.8258 2.5824 -1.4970
C -4.4801 2.1774 -0.1919
O -2.6267 2.5442 -1.6191
H -6.3027 3.4941 -3.4617
H -6.3965 3.7767 -1.6849
H -6.3818 2.1403 -2.4889
H -3.9383 3.3959 -3.1974
H -3.6927 1.6946 0.3864
H -5.3310 1.5126 -0.3204
H -4.7486 3.0947 0.4004
C -1.1158 1.3580 5.1201
N -1.5081 2.5118 4.3206
C -2.5021 2.5198 3.4470
C -2.6467 3.8233 2.7082
O -3.2739 1.5485 3.2144
H -0.0289 1.2826 5.2434
H -1.5242 0.5204 4.5884
H -1.5429 1.5057 6.0909
H -0.9562 3.3635 4.4542
H -1.8505 4.5045 3.0227
H -3.6396 4.2534 2.7262
H -2.4464 3.5955 1.6951
C -1.9897 -0.6485 0.9393
N -1.3006 0.6550 0.5613
C -0.3475 1.3338 1.3103
C 0.0354 2.6375 0.6685
O 0.1344 0.8875 2.3326
H -2.8865 -0.6971 0.4064
H -2.1543 -0.4981 2.0207
H -1.3497 -1.5728 0.6657
H -1.5648 1.2645 -0.2719
H 0.6481 2.5481 -0.1882
H 0.4596 3.2649 1.4398
H -0.9205 3.1391 0.3989
C 0.4730 6.7854 3.0423
N 1.3872 5.6476 3.0714
C 1.0749 4.6380 4.0043
C 1.9756 3.4567 4.1417
O 0.1104 4.7538 4.7977
H -0.5423 6.4923 3.2118
H 0.5263 7.3019 2.0618
H 0.6932 7.5298 3.8583
H 2.2806 5.6345 2.5032
H 1.8090 3.3103 5.1949
H 3.0590 3.5455 3.9002
H 1.5562 2.5808 3.6062

* E_HOMO: -8.92 eV
* SMILES string: CCOP(=O)(OCC)OCC.CCOP(=O)(OCC)OCC.CCOP(=O)(OCC)OCC.CCOP(=O)(OCC)OCC.O=C1OCCO1.O=C1OCCO1.O=C1OCCO1.CNC(C)=O.CNC(C)=O.CNC(C)=O.CNC(C)=O
* frontier orbital gap: 9.5 eV
* spin multiplicity: 1

Atomic partial charges in e from the Löwdin method, atoms 1 to 99: atom 1 (C): -0.05, atom 2 (C): -0.24, atom 3 (O): -0.18, atom 4 (P): 0.41, atom 5 (O): -0.21, atom 6 (O): -0.19, atom 7 (C): -0.26, atom 8 (C): -0.06, atom 9 (O): -0.19, atom 10 (C): -0.22, atom 11 (C): -0.06, atom 12 (H): 0.06, atom 13 (H): 0.06, atom 14 (H): 0.05, atom 15 (H): 0.11, atom 16 (H): 0.11, atom 17 (H): 0.12, atom 18 (H): 0.09, atom 19 (H): 0.07, atom 20 (H): 0.09, atom 21 (H): 0.09, atom 22 (H): 0.10, atom 23 (H): 0.11, atom 24 (H): 0.04, atom 25 (H): 0.07, atom 26 (H): 0.08, atom 27 (C): -0.07, atom 28 (C): -0.21, atom 29 (O): -0.20, atom 30 (P): 0.30, atom 31 (O): -0.21, atom 32 (O): -0.20, atom 33 (C): -0.26, atom 34 (C): -0.07, atom 35 (O): -0.15, atom 36 (C): -0.21, atom 37 (C): -0.07, atom 38 (H): 0.07, atom 39 (H): 0.08, atom 40 (H): 0.08, atom 41 (H): 0.12, atom 42 (H): 0.12, atom 43 (H): 0.13, atom 44 (H): 0.10, atom 45 (H): 0.08, atom 46 (H): 0.08, atom 47 (H): 0.07, atom 48 (H): 0.09, atom 49 (H): 0.11, atom 50 (H): 0.08, atom 51 (H): 0.07, atom 52 (H): 0.06, atom 53 (C): -0.08, atom 54 (C): -0.23, atom 55 (O): -0.19, atom 56 (P): 0.38, atom 57 (O): -0.22, atom 58 (O): -0.19, atom 59 (C): -0.21, atom 60 (C): -0.08, atom 61 (O): -0.20, atom 62 (C): -0.22, atom 63 (C): -0.07, atom 64 (H): 0.09, atom 65 (H): 0.06, atom 66 (H): 0.08, atom 67 (H): 0.10, atom 68 (H): 0.13, atom 69 (H): 0.12, atom 70 (H): 0.08, atom 71 (H): 0.08, atom 72 (H): 0.07, atom 73 (H): 0.09, atom 74 (H): 0.11, atom 75 (H): 0.12, atom 76 (H): 0.07, atom 77 (H): 0.10, atom 78 (H): 0.09, atom 79 (C): -0.07, atom 80 (C): -0.24, atom 81 (O): -0.19, atom 82 (P): 0.29, atom 83 (O): -0.23, atom 84 (O): -0.16, atom 85 (C): -0.19, atom 86 (C): -0.07, atom 87 (O): -0.18, atom 88 (C): -0.21, atom 89 (C): -0.06, atom 90 (H): 0.08, atom 91 (H): 0.08, atom 92 (H): 0.09, atom 93 (H): 0.12, atom 94 (H): 0.11, atom 95 (H): 0.12, atom 96 (H): 0.11, atom 97 (H): 0.04, atom 98 (H): 0.10, atom 99 (H): 0.09

***

A cluster of 6 separate species, C45H103B in total. Source: the Open Molecules 2025 dataset; level of theory: ωB97M-V/def2-TZVPD.

Positions of all 149 atoms, in Å:
B 2.7249 -2.5671 -0.8989
C 2.6433 -1.1399 -1.5518
C 2.3647 -0.1640 -0.3973
C 2.5379 1.3086 -0.7699
C 2.8638 2.1433 0.4859
C 2.3397 3.5595 0.4196
C 2.8173 4.4892 1.5543
C 2.8824 3.8891 2.9779
C 4.3193 3.8777 3.5124
C 4.4548 3.2100 4.8730
C 4.5390 1.6660 4.9101
C 5.0076 0.9500 3.6434
C 6.4858 1.1619 3.3019
C 6.8449 0.5688 1.9160
C 7.6893 1.4416 0.9799
C 7.3224 2.9198 0.8984
H 1.6930 -3.0000 -0.4759
H 3.7494 -3.1574 -0.7662
H 1.8091 -1.1277 -2.2519
H 3.5747 -0.9080 -2.0587
H 1.3782 -0.3530 0.0187
H 3.0890 -0.3627 0.3943
H 1.6528 1.6979 -1.2654
H 3.3890 1.3661 -1.4422
H 3.9429 2.1531 0.5892
H 2.4297 1.6221 1.3319
H 2.7094 3.9876 -0.5135
H 1.2576 3.5717 0.3278
H 2.1659 5.3575 1.5462
H 3.8067 4.8429 1.2824
H 2.3277 4.5655 3.6202
H 2.4294 2.9060 3.0437
H 5.0062 3.5130 2.7608
H 4.5681 4.9293 3.6565
H 3.5714 3.4928 5.4396
H 5.2956 3.6262 5.4219
H 5.1874 1.3334 5.7166
H 3.5534 1.2823 5.1625
H 4.8960 -0.1149 3.8317
H 4.3570 1.2143 2.8179
H 7.0414 0.5962 4.0452
H 6.7971 2.1935 3.4178
H 5.9348 0.2520 1.4166
H 7.4284 -0.3289 2.0958
H 7.5728 1.0297 -0.0225
H 8.7475 1.3507 1.1998
H 6.2679 3.0874 0.7238
H 7.6135 3.4236 1.8157
H 7.9096 3.3760 0.1087
C 7.6086 9.2080 7.8137
C 6.1900 8.6572 7.9250
C 6.0070 7.3032 7.2414
C 6.2568 7.3044 5.7329
C 5.3923 8.2776 4.9333
C 3.8985 7.9808 5.0265
H 7.8907 9.3907 6.7757
H 7.6981 10.1547 8.3482
H 8.3310 8.5112 8.2435
H 5.4815 9.3842 7.5189
H 5.9374 8.5456 8.9827
H 4.9959 6.9384 7.4438
H 6.6844 6.5782 7.7036
H 6.0887 6.2898 5.3555
H 7.3098 7.5256 5.5371
H 5.6963 8.2251 3.8844
H 5.5831 9.3051 5.2547
H 3.6822 6.9686 4.6763
H 3.3301 8.6766 4.4075
H 3.5292 8.0736 6.0488
C 2.4514 -4.4166 -3.7212
C 1.0531 -4.9771 -3.4910
C 0.7206 -6.1952 -4.3490
C 0.7304 -5.9405 -5.8568
C -0.2142 -4.8349 -6.3257
C -1.6823 -5.1267 -6.0299
H 2.5848 -4.0528 -4.7410
H 2.6196 -3.5728 -3.0493
H 3.2169 -5.1688 -3.5222
H 0.3165 -4.1846 -3.6534
H 0.9647 -5.2607 -2.4387
H -0.2586 -6.5796 -4.0498
H 1.4359 -6.9932 -4.1263
H 0.4670 -6.8727 -6.3666
H 1.7466 -5.6995 -6.1818
H -0.0885 -4.7084 -7.4041
H 0.0670 -3.8802 -5.8727
H -1.9946 -6.0620 -6.5001
H -2.3189 -4.3294 -6.4163
H -1.8706 -5.2062 -4.9578
C -3.7944 -0.1095 1.4388
C -3.8374 -1.6337 1.3814
C -2.4598 -2.2859 1.4831
C -1.4930 -1.9266 0.3542
C -1.9943 -2.2530 -1.0517
C -2.2431 -3.7415 -1.2802
H -3.2361 0.3102 0.6004
H -4.8043 0.3024 1.4012
H -3.3271 0.2315 2.3649
H -4.3397 -1.9519 0.4637
H -4.4536 -1.9999 2.2069
H -2.5843 -3.3716 1.5257
H -2.0016 -2.0000 2.4353
H -0.5491 -2.4545 0.5246
H -1.2524 -0.8602 0.4050
H -1.2460 -1.9070 -1.7707
H -2.9072 -1.6912 -1.2683
H -1.3310 -4.3152 -1.1014
H -2.5567 -3.9218 -2.3101
H -3.0255 -4.1302 -0.6267
C -7.5783 1.1847 -0.4622
C -7.6816 2.7049 -0.5396
C -7.1261 3.4137 0.6947
C -7.8441 3.0845 2.0043
C -9.3434 3.3784 2.0081
C -9.6742 4.8532 1.7983
H -8.1637 0.7819 0.3657
H -7.9489 0.7263 -1.3801
H -6.5395 0.8755 -0.3278
H -8.7225 2.9942 -0.7071
H -7.1256 3.0521 -1.4145
H -7.1526 4.4936 0.5245
H -6.0683 3.1542 0.8058
H -7.3695 3.6520 2.8110
H -7.6898 2.0300 2.2504
H -9.7549 3.0576 2.9686
H -9.8473 2.7782 1.2457
H -9.2065 5.4699 2.5685
H -10.7515 5.0176 1.8471
H -9.3328 5.2095 0.8253
C -8.1854 -8.3042 -7.7842
C -7.4673 -7.6868 -6.5876
C -6.0750 -7.1538 -6.9213
C -5.0814 -8.2086 -7.4102
C -4.8499 -9.3714 -6.4463
C -4.2626 -8.9381 -5.1065
H -7.6509 -9.1728 -8.1717
H -9.1869 -8.6344 -7.5051
H -8.2855 -7.5788 -8.5941
H -7.4075 -8.4193 -5.7781
H -8.0697 -6.8593 -6.2040
H -5.6684 -6.6500 -6.0397
H -6.1665 -6.3813 -7.6914
H -4.1238 -7.7155 -7.6068
H -5.4149 -8.6074 -8.3724
H -4.1653 -10.0798 -6.9201
H -5.7831 -9.9160 -6.2787
H -3.3127 -8.4188 -5.2521
H -4.0773 -9.8038 -4.4690
H -4.9365 -8.2710 -4.5671

* E_HOMO: -10.39 eV
* SMILES string: BCCCCCCCCCCCCCCC.CCCCCC.CCCCCC.CCCCCC.CCCCCC.CCCCCC
* frontier orbital gap: 10.9 eV
* spin multiplicity: 1

Atomic partial charges in e from the Löwdin method, atoms 1 to 99: atom 1 (B): -0.03, atom 2 (C): -0.23, atom 3 (C): -0.24, atom 4 (C): -0.19, atom 5 (C): -0.23, atom 6 (C): -0.21, atom 7 (C): -0.19, atom 8 (C): -0.19, atom 9 (C): -0.22, atom 10 (C): -0.19, atom 11 (C): -0.19, atom 12 (C): -0.22, atom 13 (C): -0.19, atom 14 (C): -0.20, atom 15 (C): -0.26, atom 16 (C): -0.11, atom 17 (H): 0.03, atom 18 (H): 0.03, atom 19 (H): 0.10, atom 20 (H): 0.09, atom 21 (H): 0.10, atom 22 (H): 0.10, atom 23 (H): 0.11, atom 24 (H): 0.11, atom 25 (H): 0.10, atom 26 (H): 0.10, atom 27 (H): 0.11, atom 28 (H): 0.11, atom 29 (H): 0.10, atom 30 (H): 0.10, atom 31 (H): 0.10, atom 32 (H): 0.10, atom 33 (H): 0.08, atom 34 (H): 0.09, atom 35 (H): 0.10, atom 36 (H): 0.10, atom 37 (H): 0.10, atom 38 (H): 0.10, atom 39 (H): 0.11, atom 40 (H): 0.08, atom 41 (H): 0.11, atom 42 (H): 0.09, atom 43 (H): 0.09, atom 44 (H): 0.10, atom 45 (H): 0.10, atom 46 (H): 0.10, atom 47 (H): 0.05, atom 48 (H): 0.06, atom 49 (H): 0.07, atom 50 (C): -0.11, atom 51 (C): -0.27, atom 52 (C): -0.23, atom 53 (C): -0.23, atom 54 (C): -0.26, atom 55 (C): -0.10, atom 56 (H): 0.06, atom 57 (H): 0.07, atom 58 (H): 0.07, atom 59 (H): 0.10, atom 60 (H): 0.10, atom 61 (H): 0.10, atom 62 (H): 0.11, atom 63 (H): 0.09, atom 64 (H): 0.10, atom 65 (H): 0.10, atom 66 (H): 0.10, atom 67 (H): 0.06, atom 68 (H): 0.07, atom 69 (H): 0.07, atom 70 (C): -0.09, atom 71 (C): -0.27, atom 72 (C): -0.22, atom 73 (C): -0.23, atom 74 (C): -0.27, atom 75 (C): -0.11, atom 76 (H): 0.08, atom 77 (H): 0.03, atom 78 (H): 0.09, atom 79 (H): 0.10, atom 80 (H): 0.10, atom 81 (H): 0.10, atom 82 (H): 0.11, atom 83 (H): 0.11, atom 84 (H): 0.10, atom 85 (H): 0.10, atom 86 (H): 0.10, atom 87 (H): 0.06, atom 88 (H): 0.07, atom 89 (H): 0.06, atom 90 (C): -0.11, atom 91 (C): -0.27, atom 92 (C): -0.23, atom 93 (C): -0.23, atom 94 (C): -0.26, atom 95 (C): -0.10, atom 96 (H): 0.07, atom 97 (H): 0.05, atom 98 (H): 0.08, atom 99 (H): 0.10

***

Number 1: total energy -150792.7857 eV. Number 2: total energy -49012.5614 eV.